i.
Below is an isolated molecule of C4H9ClSi, with properties calculated with the ωB97M-V functional and the def2-TZVPD basis.

Calculated values
SMILES = C[SiH](C)/C=C/Cl
LUMO = 0.22 eV
Highest occupied orbital energy = -8.74 eV
Gap between HOMO and LUMO = 8.96 eV

```
! RIJCOSX wB97M-V def2-TZVPD def2/J DEFGRID3
* xyz 0 1
C -1.2393 -0.6432 -0.3308
C -2.3517 -0.1098 0.6645
C 1.5201 -0.3776 -1.5176
C 0.8372 1.1220 1.2079
Si 0.5464 -0.4376 0.1556
Cl -3.9825 -0.1669 0.3530
H -1.7234 -0.8838 -1.2327
H -2.0876 0.1605 1.6440
H 2.5755 -0.7565 -1.6439
H 0.8060 -0.9736 -2.2191
H 1.5150 0.5954 -1.8322
H 1.2728 1.6837 0.3430
H -0.0901 1.6188 1.4714
H 1.4635 0.8736 2.0719
H 0.9382 -1.7051 0.8649
*
```



ii.
Below is a cluster of 2 separate species, C4H9ClSi in total, with properties calculated with the ωB97M-V functional and the def2-TZVPD basis.

Calculated values
LUMO = -1.50 eV
Highest occupied orbital energy = -8.04 eV
Gap between HOMO and LUMO = 6.55 eV

```
! RIJCOSX wB97M-V def2-TZVPD def2/J DEFGRID3
* xyz 0 1
C 0.6885 2.6800 0.1253
C -0.2349 1.8415 -0.2516
C -1.0618 -0.7373 -1.5475
C 0.3119 -1.0695 1.3616
Si -0.1826 -0.0309 -0.0187
Cl 3.2029 -1.1067 0.7040
H 0.5399 3.8208 0.2029
H 1.6401 2.5205 0.6715
H -1.0308 2.1189 -0.9240
H -1.3441 0.1411 -2.2370
H -0.5613 -1.5198 -2.3057
H -2.0174 -1.1139 -1.0662
H 1.4795 -1.2662 1.2739
H 0.2067 -0.4898 2.2576
H -0.0991 -2.0713 1.3972
*
```



Taking the most stable structure as the zero point, the relative energies in kJ/mol are i 0.0; ii 83.1.



i.
Below is an isolated molecule of C3H4O3S, with properties calculated with the ωB97M-V functional and the def2-TZVPD basis.

Calculated values
SMILES = O=COCC(O)=S
LUMO = 0.08 eV
Highest occupied orbital energy = -8.83 eV
Gap between HOMO and LUMO = 8.92 eV

```
! RIJCOSX wB97M-V def2-TZVPD def2/J DEFGRID3
* xyz 0 1
C -0.7027 0.2788 -0.5453
C -0.4163 -0.4628 0.7917
C 1.8216 -0.9621 0.7904
H 0.4369 -1.0174 -1.2841
H -0.3409 -1.5298 0.6448
H -1.0715 -0.2704 1.5960
H 2.8030 -0.5990 1.3824
O -0.0581 -0.1187 -1.5951
O 0.9751 -0.1090 1.3272
O 1.6853 -1.6864 -0.1567
S -1.6788 1.6003 -0.3227
*
```



ii.
Below is an isolated molecule of C3H4O3S, with properties calculated with the ωB97M-V functional and the def2-TZVPD basis.

Calculated values
SMILES = CC(=S)C(=O)OO
LUMO = -1.14 eV
Highest occupied orbital energy = -9.31 eV
Gap between HOMO and LUMO = 8.17 eV

```
! RIJCOSX wB97M-V def2-TZVPD def2/J DEFGRID3
* xyz 0 1
C 1.2757 -0.4304 -0.1081
C 0.2767 -1.7246 0.0190
C 0.6523 0.8993 -0.2325
O 0.5938 -2.8665 -0.0035
O -1.9146 -2.3297 0.5229
O -0.9989 -1.3215 0.1997
S 2.8603 -0.7807 -0.2609
H 1.0429 1.2875 -1.1928
H -0.4238 0.8752 -0.4707
H 0.8799 1.5531 0.6645
H -1.8896 -3.1378 0.0259
*
```



iii.
Below is a cluster of 2 separate species, C3H4O3S in total, with properties calculated with the ωB97M-V functional and the def2-TZVPD basis.

Calculated values
LUMO = -1.22 eV
Highest occupied orbital energy = -9.89 eV
Gap between HOMO and LUMO = 8.68 eV

```
! RIJCOSX wB97M-V def2-TZVPD def2/J DEFGRID3
* xyz 0 1
C -1.0368 -0.4385 -0.3876
C 0.4652 -0.2463 0.0724
C -0.5285 -1.0100 0.7929
O 2.9631 -2.4904 0.4834
O -0.7892 -1.6941 1.7537
O 2.5027 -1.8098 2.8181
S 2.4018 -2.8461 1.7744
H -1.8171 0.2634 -0.5615
H -0.9826 -1.0886 -1.3543
H 1.1688 -0.6888 -0.6541
H 0.8159 0.6771 0.4299
*
```



Taking the most stable structure as the zero point, the relative energies in kJ/mol are i 0.0; ii 234.0; iii 123.5.



i.
Below is a structure of composition C5H6Cl2, with properties calculated with the ωB97M-V functional and the def2-TZVPD basis.

Calculated values
LUMO = -0.45 eV
Highest occupied orbital energy = -10.08 eV
Gap between HOMO and LUMO = 9.63 eV

```
! RIJCOSX wB97M-V def2-TZVPD def2/J DEFGRID3
* xyz 0 1
C 1.1322 -0.4063 -0.7791
C -0.0971 -0.0227 -1.6606
C -0.9137 -0.5377 1.1712
C -0.1663 -0.0504 -0.1537
C -0.4264 0.8274 0.9820
Cl 1.3684 1.1233 2.3273
Cl -1.3682 2.1787 1.0946
H 1.5611 -1.3899 -0.6046
H 1.8089 0.5058 -0.6958
H -0.0158 0.8745 -2.2433
H -0.5420 -0.9385 -2.3177
H -1.9694 -0.7744 1.3012
H -0.3716 -1.3899 1.5786
*
```



ii.
Below is an isolated molecule of C5H6Cl2, with properties calculated with the ωB97M-V functional and the def2-TZVPD basis.

Calculated values
LUMO (alpha / beta) = 0.11 / -1.80 eV
Highest occupied orbital energy (alpha / beta) = -8.87 / -7.70 eV
Gap between HOMO and LUMO (alpha / beta) = 8.98 / 5.90 eV

```
! RIJCOSX wB97M-V def2-TZVPD def2/J DEFGRID3
* xyz 0 1
C 0.4079 -1.3785 0.4062
C -1.4623 0.6706 2.7275
C -0.4808 -1.3396 -0.8512
C 0.7193 -0.4177 -0.8245
C 0.5643 1.0637 -0.7064
Cl -0.0514 -0.5886 1.8793
Cl -0.5193 1.6721 3.6844
H -0.5004 -2.1345 -1.6059
H -1.4142 -0.7844 -0.8780
H 1.4765 -0.8753 -1.4598
H -0.1488 1.2712 0.1592
H -0.1142 1.2256 -1.6899
H 1.5233 1.6152 -0.8410
*
```



Taking the most stable structure as the zero point, the relative energies in kJ/mol are i 0.0; ii 489.1.



i.
Below is an isolated molecule of C18H22N4O5, with properties calculated with the ωB97M-V functional and the def2-TZVPD basis.

Calculated values
SMILES = CCOC(=O)N1CCN(c2cc(=O)n(-c3ccc(OC)cc3)c(=O)[nH]2)CC1
LUMO = 0.36 eV
Highest occupied orbital energy = -8.18 eV
Gap between HOMO and LUMO = 8.54 eV

```
! RIJCOSX wB97M-V def2-TZVPD def2/J DEFGRID3
* xyz 0 1
C 3.8144 -3.0679 2.4653
C 3.2273 -4.4281 2.1180
H 2.8503 -4.9355 3.0084
H 3.9810 -5.0494 1.6241
O 2.0914 -4.3094 1.2596
C 2.3616 -4.1541 -0.0533
O 3.4681 -4.1564 -0.5359
N 1.2209 -4.0179 -0.7749
C -0.0919 -3.9684 -0.1626
H -0.0197 -3.4003 0.7694
C -1.0536 -3.2890 -1.1459
N -0.4256 -2.1349 -1.7418
C -0.6459 -0.8507 -1.3459
C -0.2000 0.2356 -2.0391
C -0.4682 1.5760 -1.6106
O -0.1081 2.5770 -2.1939
N -1.2330 1.6835 -0.4232
C -1.6914 0.6235 0.3048
O -2.3219 0.7055 1.3340
N -1.3702 -0.6271 -0.2029
H -1.6636 -1.3902 0.3891
C -1.5613 2.9951 0.0423
C -2.8909 3.3700 0.1849
C -3.2017 4.6378 0.6233
C -2.1916 5.5571 0.9138
C -0.8629 5.1752 0.7650
C -0.5534 3.8965 0.3354
H 0.4786 3.6059 0.2173
H -0.0579 5.8596 0.9802
O -2.6090 6.7839 1.3298
C -1.6395 7.7604 1.6234
H -1.0259 7.9937 0.7474
H -2.1963 8.6483 1.9192
H -0.9917 7.4489 2.4492
H -4.2273 4.9479 0.7442
H -3.6757 2.6653 -0.0408
H 0.3349 0.1399 -2.9658
C 0.7216 -2.4464 -2.5788
H 0.4428 -2.4369 -3.6395
C 1.2859 -3.8254 -2.2038
H 2.3354 -3.8918 -2.4940
H 0.7343 -4.6265 -2.7071
H 1.4869 -1.6850 -2.4127
H -1.3093 -3.9818 -1.9545
H -1.9868 -3.0199 -0.6516
H -0.4440 -4.9785 0.0822
H 3.0563 -2.4314 2.9158
H 4.1928 -2.5890 1.5657
H 4.6337 -3.1948 3.1669
*
```



ii.
Below is an isolated molecule of C18H22N4O5, with properties calculated with the ωB97M-V functional and the def2-TZVPD basis.

Calculated values
SMILES = CCN(CC)CCOC(=O)c1ccc(NC=C2C(=O)NC(=O)NC2=O)cc1
LUMO = -0.63 eV
Highest occupied orbital energy = -8.29 eV
Gap between HOMO and LUMO = 7.66 eV

```
! RIJCOSX wB97M-V def2-TZVPD def2/J DEFGRID3
* xyz 0 1
C -6.7394 -1.5029 0.7913
H -7.3863 -2.3768 0.7838
H -5.8785 -1.7175 1.4182
H -7.2915 -0.6779 1.2336
C -6.3242 -1.1758 -0.6490
N -5.3965 -0.0799 -0.8449
C -3.9974 -0.3985 -0.7928
H -3.4487 0.4453 -1.2247
C -3.3920 -0.6633 0.6062
H -3.6745 0.1440 1.2891
H -3.7063 -1.6289 1.0044
O -1.9727 -0.7375 0.5299
C -1.3040 0.4226 0.5421
O -1.8340 1.5035 0.6449
C 0.1615 0.2279 0.4297
C 0.9833 1.3532 0.4519
C 2.3526 1.2299 0.3511
C 2.9271 -0.0362 0.2251
C 2.1025 -1.1650 0.2035
C 0.7347 -1.0362 0.3040
H 0.1010 -1.9082 0.2863
H 2.5525 -2.1422 0.1062
N 4.2931 -0.2459 0.1187
C 5.2729 0.6445 0.0966
C 6.6044 0.3000 -0.0148
C 7.0146 -1.0852 -0.1152
N 8.3710 -1.2994 -0.2212
C 9.3653 -0.3419 -0.2424
O 10.5314 -0.6226 -0.3388
N 8.9072 0.9491 -0.1443
C 7.5901 1.3727 -0.0295
O 7.3315 2.5536 0.0492
H 9.6144 1.6754 -0.1573
H 8.6782 -2.2630 -0.2923
O 6.2454 -2.0389 -0.1110
H 4.6196 -1.2194 0.0427
H 5.0401 1.6996 0.1671
H 2.9681 2.1147 0.3717
H 0.5227 2.3243 0.5504
H -3.8159 -1.2747 -1.4222
C -5.7590 1.1862 -0.2341
C -7.0264 1.7660 -0.8557
H -6.9375 1.7718 -1.9385
H -7.9038 1.1869 -0.5809
H -7.1690 2.7864 -0.5093
H -4.9322 1.8771 -0.4141
H -5.8927 1.1088 0.8563
H -5.8739 -2.0629 -1.1009
H -7.2289 -0.9433 -1.2202
*
```



Taking the most stable structure as the zero point, the relative energies in kJ/mol are i 105.8; ii 0.0.



i.
Below is an isolated molecule of C27H32N4O5, with properties calculated with the ωB97M-V functional and the def2-TZVPD basis.

Calculated values
SMILES = CCc1ccc(N(C(=O)CCC(=O)Nc2cc(C)on2)[C@@H](C(=O)NC2CCCC2)c2ccco2)cc1
LUMO = 0.68 eV
Highest occupied orbital energy = -8.55 eV
Gap between HOMO and LUMO = 9.24 eV

```
! RIJCOSX wB97M-V def2-TZVPD def2/J DEFGRID3
* xyz 0 1
C 0.4655 4.6814 3.1163
H 0.8078 5.4827 3.7675
H 0.4398 5.0477 2.0942
H -0.5455 4.4076 3.4057
C 1.4011 3.4772 3.2197
C 0.9502 2.3412 2.3462
C -0.2170 1.6477 2.6461
C -0.6296 0.5799 1.8753
C 0.1236 0.1881 0.7765
C 1.2866 0.8766 0.4616
C 1.6894 1.9464 1.2399
H 2.5988 2.4715 0.9849
H 1.8806 0.5686 -0.3873
N -0.2504 -0.9627 0.0307
C -1.3722 -1.0443 -0.7172
O -1.7670 -2.0992 -1.1952
C -2.0754 0.2599 -1.0333
C -1.2030 1.1029 -1.9775
C -0.6963 2.3619 -1.2941
O -1.2915 2.9243 -0.4066
N 0.4739 2.8277 -1.8284
C 1.1544 3.9416 -1.3872
N 2.4087 4.1284 -1.7276
O 2.7979 5.2962 -1.1568
C 1.7732 5.8236 -0.4655
C 0.6854 5.0066 -0.5761
H -0.2953 5.1144 -0.1686
C 1.9902 7.1014 0.2541
H 2.6039 6.9331 1.1386
H 2.5128 7.8066 -0.3884
H 1.0363 7.5197 0.5600
H 0.9846 2.2638 -2.4926
H -1.7968 1.4333 -2.8335
H -0.3697 0.5125 -2.3623
H -2.2815 0.8421 -0.1342
H -3.0221 0.0012 -1.5078
C 0.6670 -2.1041 0.1332
C 0.9039 -2.7064 -1.2146
C 1.0005 -3.9961 -1.6419
C 1.2700 -3.9324 -3.0317
C 1.3164 -2.6122 -3.3437
O 1.1034 -1.8576 -2.2496
H 1.4850 -2.0960 -4.2679
H 1.4042 -4.7586 -3.6988
H 0.8997 -4.8773 -1.0437
H 1.6104 -1.7055 0.5276
C 0.1826 -3.1498 1.1687
O 0.7979 -3.3377 2.1987
N -0.9368 -3.7766 0.8070
H -1.3845 -3.4984 -0.0632
C -1.6205 -4.7490 1.6282
H -0.9987 -4.9148 2.5112
C -1.8914 -6.0272 0.8311
C -3.1320 -5.7043 -0.0143
H -3.7917 -6.5685 -0.0814
C -3.8251 -4.5150 0.6792
H -3.7836 -3.6340 0.0390
H -4.8730 -4.7224 0.8913
C -3.0328 -4.2653 1.9664
H -3.4288 -4.8660 2.7857
H -3.0446 -3.2192 2.2686
H -2.8419 -5.4308 -1.0282
H -1.0363 -6.3130 0.2212
H -2.1013 -6.8400 1.5265
H -1.5245 0.0318 2.1315
H -0.8000 1.9340 3.5088
H 1.4308 3.1368 4.2581
H 2.4113 3.7780 2.9351
*
```



ii.
Below is a structure of composition C27H32N4O5, with properties calculated with the ωB97M-V functional and the def2-TZVPD basis.

Calculated values
LUMO = 0.57 eV
Highest occupied orbital energy = -7.75 eV
Gap between HOMO and LUMO = 8.31 eV

```
! RIJCOSX wB97M-V def2-TZVPD def2/J DEFGRID3
* xyz 0 1
C -2.9038 -4.5437 -0.7979
C -3.0747 -3.1175 -0.5587
C -4.3655 -2.5403 -0.4574
C -4.7329 -1.3279 -0.1725
C -3.6975 -0.6026 -0.1230
C -2.4770 -0.9815 -0.0312
C -2.2597 -2.3499 -0.2211
H -1.1720 -2.5460 -0.6125
N -1.3942 0.0444 -0.0262
C -0.5050 0.0215 1.1432
O 0.3352 1.0460 1.2583
C -0.9921 -0.7872 2.1858
C 0.3783 -1.3935 3.0087
C 1.3299 -1.9786 2.3397
O 1.2960 -3.2927 2.2115
N 2.0747 -1.3630 1.6390
C 3.1221 -2.0048 0.7051
N 3.7675 -1.0923 -0.0167
O 4.7460 -1.7164 -0.8923
C 4.4014 -3.0676 -0.3984
C 3.4023 -3.2033 0.3347
H 2.9144 -3.9657 1.0533
C 5.2391 -4.0328 -1.1452
H 5.0306 -4.0396 -2.1043
H 6.3004 -3.8121 -1.2441
H 5.0434 -5.1102 -0.8575
H 2.0127 -0.5102 1.4559
H 0.0971 -1.6208 3.9697
H 0.7649 -0.3230 3.5416
H -1.3040 -1.8398 1.9844
H -1.6155 -0.2663 2.8654
C -1.1778 0.9327 -1.1743
C 0.0891 0.6377 -1.8322
C 0.0983 -0.1316 -3.0999
C 1.4626 -0.2400 -3.3648
C 2.2101 0.5343 -2.2632
O 1.3362 0.8012 -1.5524
H 3.2099 0.4227 -1.8004
H 1.8994 -0.5662 -4.2338
H -0.8251 -0.1575 -3.5980
H -1.9388 0.7562 -1.5373
C -1.3760 2.4762 -0.2535
O -2.4292 2.8142 -0.1893
N -0.1305 2.9194 -0.3580
H 0.6701 2.5888 -0.5214
C 0.1865 4.2916 0.2396
C 0.8783 4.1262 1.6231
H 0.8186 3.0907 2.0396
C 2.2654 4.6630 1.1105
H 2.7058 4.9130 2.1307
H 2.7369 3.7647 0.6800
C 2.1004 5.7632 0.1717
H 3.1541 5.9437 -0.4815
H 1.9271 6.5580 0.8647
C 0.9825 5.2456 -0.5081
H 0.3267 6.2743 -0.7303
H 1.1649 4.7223 -1.5904
H 0.3317 4.9693 2.3500
H -0.9632 4.8078 0.4203
H -3.7407 0.6077 0.5373
C -6.1366 -0.8863 -0.1009
H -6.1910 0.2628 0.0749
H -6.5824 -1.1659 0.8566
H -6.9636 -1.2249 -0.7233
H -5.3307 -3.4229 -0.5247
H -2.1367 -5.0156 -0.1987
H -2.6003 -4.7335 -1.8561
H -3.7938 -5.0254 -0.6440
*
```



Taking the most stable structure as the zero point, the relative energies in kJ/mol are i 0.0; ii 2385.0.